Formula: C5H8O2
Source: the OMol25 dataset
Level of theory: ωB97M-V/def2-TZVPD

Last column: Mulliken charge in e.
CARTESIAN COORDINATES (ANGSTROEM)
C: 0.031 0.630 -2.304  -1.268
C: 0.573 0.250 -0.935  -0.164
C: -0.363 -0.268 0.057  -0.504
C: 0.183 -0.627 1.341  0.309
O: 1.408 -0.450 1.647  -0.745
C: -0.880 0.043 2.386  0.025
O: -2.063 -0.115 2.397  -0.451
H: -0.396 -0.239 -2.815  0.330
H: 0.828 1.029 -2.937  0.352
H: -0.749 1.394 -2.227  0.338
H: 1.096 1.076 -0.416  0.344
H: 1.392 -0.491 -0.973  0.343
H: -1.434 -0.379 -0.126  0.484
H: -0.277 -1.668 1.445  0.222
H: -0.294 0.617 3.128  0.385

Output
ΔE to the lowest compared entry with this formula, charge and spin in kJ/mol: 390.5
LUMO energy (spin up / spin down) in eV: -1.3 / -1.3
Gap between HOMO and LUMO (spin up / spin down) in eV: 7.40 / 7.39
HOMO level (spin up / spin down) in eV: -8.7 / -8.7
Net charge: 0

Formula: C5H8O2P
Source: the OMol25 dataset
Level of theory: ωB97M-V/def2-TZVPD

Last column: Mulliken charge in e.
CARTESIAN COORDINATES (ANGSTROEM)
C: 0.092 2.766 -2.701  -0.338
C: 1.005 2.232 -2.139  -0.369
C: -1.296 -0.939 -0.249  -0.602
C: -0.860 0.216 0.101  -0.340
C: 0.957 -1.138 2.055  -1.117
O: 0.266 1.502 2.252  -0.788
O: 1.977 0.904 0.492  -0.797
P: 0.693 0.511 1.225  0.938
H: -0.868 3.050 -3.197  0.320
H: 1.710 1.978 -1.358  0.392
H: -1.096 -1.815 0.336  0.216
H: -2.127 -0.975 -0.991  0.247
H: -1.247 1.139 -0.350  0.327
H: 1.487 -1.094 3.060  0.288
H: 0.057 -1.665 2.332  0.333
H: 1.520 -1.624 1.278  0.289

Output
ΔE to the lowest compared entry with this formula, charge and spin in kJ/mol: 173.1
LUMO energy in eV: 3.8
Gap between HOMO and LUMO in eV: 8.48
HOMO level in eV: -4.7
Net charge: -1

Formula: C5H8O2S
Source: the OMol25 dataset
Level of theory: ωB97M-V/def2-TZVPD

Last column: Mulliken charge in e.
CARTESIAN COORDINATES (ANGSTROEM)
S: 3.280 -0.095 -0.466  -0.235
C: 1.905 0.764 0.492  -0.760
C: 0.485 0.406 0.056  0.710
C: -0.440 1.310 -0.258  -0.477
O: -1.743 1.058 -0.545  -0.396
C: -2.095 -0.256 -0.020  -0.425
C: -1.018 -1.201 -0.286  -0.552
O: 0.240 -0.908 0.282  -0.360
H: 2.934 -1.386 -0.126  0.131
H: 2.020 1.849 0.314  0.320
H: 2.028 0.522 1.521  0.303
H: -0.233 2.333 -0.231  0.367
H: -2.948 -0.690 -0.470  0.384
H: -2.197 -0.163 1.061  0.275
H: -1.311 -2.215 0.019  0.373
H: -0.907 -1.329 -1.344  0.341

Output
SMILES string: SCC1=COCCO1
ΔE to the lowest compared entry with this formula, charge and spin in kJ/mol: 164.2
LUMO energy in eV: 0.8
Gap between HOMO and LUMO in eV: 9.15
HOMO level in eV: -8.4
Net charge: 0

Formula: C5H8O2S
Source: the OMol25 dataset
Level of theory: ωB97M-V/def2-TZVPD

Last column: Mulliken charge in e.
CARTESIAN COORDINATES (ANGSTROEM)
C: 1.397 -0.158 -1.098  -0.379
C: 0.240 0.452 -0.555  0.458
C: -1.103 -0.385 -0.500  -0.251
C: -0.930 -0.660 0.991  -0.853
C: 0.119 0.339 1.010  0.189
H: 2.347 1.171 1.165  0.245
H: 1.626 0.181 -2.178  0.256
H: 1.179 -1.329 -1.035  0.167
H: 0.130 1.470 -1.027  0.346
H: -0.944 -1.319 -0.999  0.397
H: -2.631 0.712 0.191  0.377
H: -1.821 -0.448 1.658  0.290
H: -0.731 -1.621 1.393  0.313
O: 2.616 -0.155 -0.322  -0.670
O: -2.191 0.408 -0.937  -0.606
S: 0.699 1.343 2.244  -0.280

Output
ΔE to the lowest compared entry with this formula, charge and spin in kJ/mol: 800.4
LUMO energy in eV: -1.6
Gap between HOMO and LUMO in eV: 6.77
HOMO level in eV: -8.4
Net charge: 0

Formula: C5H8O2S
Source: the OMol25 dataset
Level of theory: ωB97M-V/def2-TZVPD

Last column: Mulliken charge in e.
CARTESIAN COORDINATES (ANGSTROEM)
C: -1.002 -1.649 -1.034  -0.739
C: -0.950 -0.225 -1.137  -0.534
C: 0.028 0.526 -0.409  0.573
S: 1.126 1.621 -1.486  -0.253
C: 0.768 -0.067 0.867  -0.475
O: 0.828 -1.396 1.338  -0.592
C: -0.132 0.966 1.061  -0.032
O: 0.377 2.252 1.206  -0.538
H: -0.137 -2.195 -0.491  0.389
H: -1.794 -2.432 -1.427  0.227
H: -1.782 0.352 -1.645  0.324
H: 1.002 0.510 -2.415  0.170
H: 1.739 0.443 0.884  0.340
H: -0.226 -1.706 1.386  0.414
H: -1.114 0.927 1.490  0.374
H: 1.270 2.073 1.812  0.351

Output
SMILES string: C=CC1(S)[C@H](O)[C@H]1O
ΔE to the lowest compared entry with this formula, charge and spin in kJ/mol: 440.7
LUMO energy in eV: 0.6
Gap between HOMO and LUMO in eV: 9.06
HOMO level in eV: -8.5
Net charge: 0

Formula: C5H8O3
Source: the OMol25 dataset
Level of theory: ωB97M-V/def2-TZVPD

Last column: Mulliken charge in e.
CARTESIAN COORDINATES (ANGSTROEM)
C: 1.101 -0.548 0.982  -1.580
C: 0.306 -0.375 -0.388  1.005
C: -1.090 -1.127 -0.166  -1.253
O: 1.026 -0.989 -1.392  -0.609
C: 0.062 1.099 -0.589  0.502
O: 0.438 1.636 -1.608  -0.555
C: -0.791 1.867 0.396  0.045
O: -1.021 1.604 1.510  -0.396
H: 1.465 -1.560 1.061  0.417
H: 2.059 0.013 1.046  0.353
H: 0.596 -0.224 1.785  0.443
H: -1.140 -2.208 0.054  0.370
H: -1.314 -0.675 0.783  0.329
H: -1.674 -0.829 -1.031  0.302
H: 1.186 -0.412 -2.176  0.366
H: -1.210 2.727 -0.268  0.263

Output
SMILES string: CC(C)(O)C(=O)C=O
ΔE to the lowest compared entry with this formula, charge and spin in kJ/mol: 201.0
LUMO energy in eV: -0.7
Gap between HOMO and LUMO in eV: 9.38
HOMO level in eV: -10.1
Net charge: 0

Formula: C5H8O3
Source: the OMol25 dataset
Level of theory: ωB97M-V/def2-TZVPD

Last column: Mulliken charge in e.
CARTESIAN COORDINATES (ANGSTROEM)
C: 1.340 0.913 -1.129  -1.104
C: -0.103 1.281 -0.828  -0.403
C: -0.608 0.795 0.532  -0.395
C: -1.084 -0.635 0.272  0.288
O: -2.162 -0.935 -0.175  -0.518
C: -0.152 -1.696 0.886  0.522
O: 1.050 -1.642 0.857  -0.530
O: -0.831 -2.613 1.564  -0.422
H: 1.484 -0.165 -1.104  0.280
H: 2.006 1.375 -0.404  0.294
H: 1.610 1.251 -2.127  0.350
H: -0.234 2.361 -0.885  0.340
H: -0.787 0.746 -1.562  0.278
H: -1.483 1.376 0.827  0.316
H: 0.183 0.829 1.279  0.342
H: -0.230 -3.242 1.998  0.361

Output
SMILES string: CCCC(=O)C(=O)O
ΔE to the lowest compared entry with this formula, charge and spin in kJ/mol: 51.3
LUMO energy in eV: 0.1
Gap between HOMO and LUMO in eV: 10.12
HOMO level in eV: -10.0
Net charge: 0

Formula: C5H8O3
Source: the OMol25 dataset
Level of theory: ωB97M-V/def2-TZVPD

Last column: Mulliken charge in e.
CARTESIAN COORDINATES (ANGSTROEM)
C: -1.728 -1.043 1.020  -0.868
C: -0.972 -0.016 0.756  0.851
C: -0.477 1.017 0.053  -1.077
C: -0.009 0.896 -1.389  -0.234
C: 1.151 -0.066 -1.449  0.478
O: 2.309 0.227 -1.280  -0.563
O: 0.737 -1.345 -1.499  -0.427
H: -2.671 -1.181 0.511  0.258
H: -1.440 -1.783 1.751  0.266
H: -0.662 2.022 0.414  0.336
H: -0.809 0.536 -2.040  0.279
H: 0.342 1.864 -1.741  0.333
H: 1.510 -1.932 -1.479  0.328
O: 0.726 -0.070 2.148  -0.651
H: 0.926 0.463 2.928  0.302
H: 1.065 0.413 1.296  0.389

Output
SMILES string: C=C=CCC(=O)O.O
ΔE to the lowest compared entry with this formula, charge and spin in kJ/mol: 273.8
LUMO energy in eV: 0.8
Gap between HOMO and LUMO in eV: 9.46
HOMO level in eV: -8.7
Net charge: 0

Formula: C5H8O3
Source: the OMol25 dataset
Level of theory: ωB97M-V/def2-TZVPD

Last column: Mulliken charge in e.
CARTESIAN COORDINATES (ANGSTROEM)
C: 1.224 0.181 -1.383  -1.203
C: 1.197 -0.571 -0.087  0.650
O: 1.912 -1.506 0.165  -0.562
C: 0.341 0.180 1.104  0.052
O: 0.020 1.520 0.792  -0.573
C: -0.784 -0.773 0.912  -0.442
C: -1.734 -0.652 -0.034  -0.299
O: -2.023 0.467 -0.729  -0.563
H: 2.150 -0.038 -1.910  0.376
H: 0.382 -0.133 -1.998  0.313
H: 1.147 1.255 -1.253  0.311
H: 0.858 0.045 2.057  0.458
H: -0.152 2.009 1.605  0.294
H: -0.703 -1.704 1.447  0.382
H: -2.467 -1.431 -0.190  0.379
H: -1.368 1.150 -0.498  0.427

Output
SMILES string: CC(=O)[C@@H](O)/C=C\O
ΔE to the lowest compared entry with this formula, charge and spin in kJ/mol: 176.1
LUMO energy in eV: 0.4
Gap between HOMO and LUMO in eV: 8.95
HOMO level in eV: -8.5
Net charge: 0

Formula: C5H8O3Rb
Source: the OMol25 dataset
Level of theory: ωB97M-V/def2-TZVPD

Last column: Mulliken charge in e.
CARTESIAN COORDINATES (ANGSTROEM)
O: -0.473 0.729 -2.778  -0.356
O: -1.012 1.122 -0.702  -0.726
C: -0.959 0.312 -1.660  0.852
O: -1.374 -0.873 -1.615  -0.724
Rb: -2.366 -0.790 1.293  0.948
C: 1.432 3.941 -3.833  0.007
C: 0.370 4.642 -3.420  -0.765
C: 2.785 3.982 -3.184  -0.295
C: 3.354 2.586 -2.925  -1.045
H: 1.390 3.450 -4.813  0.245
H: -0.542 4.696 -4.018  0.243
H: 0.360 5.134 -2.443  0.212
H: 3.484 4.527 -3.840  0.241
H: 2.728 4.542 -2.238  0.282
H: 4.360 2.638 -2.489  0.334
H: 3.429 2.033 -3.876  0.288
H: 2.707 2.049 -2.213  0.258

Output
ΔE to the lowest compared entry with this formula, charge and spin in kJ/mol: 0.0
LUMO energy (spin up / spin down) in eV: -1.1 / -1.0
Gap between HOMO and LUMO (spin up / spin down) in eV: 7.73 / 7.68
Spin multiplicity: 2
HOMO level (spin up / spin down) in eV: -8.8 / -8.7
Net charge: 0
⟨S²⟩: 0.757

Formula: C5H8O4
Source: the OMol25 dataset
Level of theory: ωB97M-V/def2-TZVPD

Last column: Mulliken charge in e.
CARTESIAN COORDINATES (ANGSTROEM)
C: -1.960 -1.486 1.053  -0.526
C: -3.165 -1.075 1.924  0.481
O: -3.120 -1.433 3.131  -0.748
O: -4.069 -0.407 1.379  -0.734
H: -1.307 -2.132 1.631  0.262
H: -1.375 -0.670 0.632  0.060
H: -2.441 -2.074 0.265  0.195
C: 1.703 1.175 -1.436  -0.402
C: 1.782 -0.328 -1.123  -0.682
C: 1.686 2.260 -0.288  0.483
O: 1.153 3.321 -0.678  -0.754
O: 2.267 1.970 0.773  -0.726
H: 2.570 1.579 -1.970  0.238
H: 0.813 1.376 -2.034  0.249
H: 0.762 -0.567 -0.868  0.074
H: 2.505 -0.679 -0.378  0.263
H: 2.194 -0.831 -2.015  0.267

Output
ΔE to the lowest compared entry with this formula, charge and spin in kJ/mol: 44.2
LUMO energy in eV: 6.3
Gap between HOMO and LUMO in eV: 7.84
HOMO level in eV: -1.5
Net charge: -2

Formula: C5H8OS
Source: the OMol25 dataset
Level of theory: ωB97M-V/def2-TZVPD

Last column: Mulliken charge in e.
CARTESIAN COORDINATES (ANGSTROEM)
O: -0.212 1.545 -0.739  -0.471
C: -0.457 0.869 0.424  -0.005
C: -1.892 0.425 0.393  -0.598
C: -1.953 -0.808 -0.132  -0.411
C: -0.540 -1.323 -0.429  -0.791
C: 0.287 -0.463 0.464  -0.057
S: 2.030 -0.233 -0.003  -0.261
H: 0.733 1.566 -0.865  0.349
H: -0.238 1.517 1.267  0.370
H: -2.791 0.970 0.737  0.365
H: -2.888 -1.283 -0.299  0.434
H: -0.313 -2.354 -0.163  0.380
H: -0.370 -1.174 -1.487  0.276
H: 0.220 -0.841 1.570  0.278
H: 2.186 0.767 0.874  0.142

Output
SMILES string: O[C@H]1C=CC[C@H]1S
ΔE to the lowest compared entry with this formula, charge and spin in kJ/mol: 93.2
LUMO energy in eV: 0.7
Gap between HOMO and LUMO in eV: 10.24
HOMO level in eV: -9.5
Net charge: 0

Formula: C5H8OSi
Source: the OMol25 dataset
Level of theory: ωB97M-V/def2-TZVPD

Last column: Mulliken charge in e.
CARTESIAN COORDINATES (ANGSTROEM)
C: -1.290 0.839 -0.683  -0.386
C: -0.206 1.595 -0.183  -0.393
C: -2.038 -0.014 0.023  0.439
C: 0.678 0.919 0.788  -0.692
C: 1.487 -0.425 0.169  -0.709
O: -2.869 -0.720 0.462  -0.353
Si: 0.373 -1.873 -0.110  0.185
H: -1.801 0.994 -1.656  0.298
H: 0.326 2.312 -0.963  0.250
H: 1.466 1.507 1.240  0.382
H: 0.011 0.559 1.607  0.320
H: 1.627 -0.080 -0.805  0.333
H: 2.439 -0.627 0.669  0.470
H: -0.496 -2.601 0.890  -0.071
H: 0.293 -2.384 -1.447  -0.076

Output
ΔE to the lowest compared entry with this formula, charge and spin in kJ/mol: 412.2
LUMO energy (spin up / spin down) in eV: -0.1 / 0.0
Gap between HOMO and LUMO (spin up / spin down) in eV: 6.95 / 6.50
HOMO level (spin up / spin down) in eV: -7.1 / -6.5
Net charge: 0

Formula: C5H8S
Source: the OMol25 dataset
Level of theory: ωB97M-V/def2-TZVPD

Last column: Mulliken charge in e.
CARTESIAN COORDINATES (ANGSTROEM)
C: -1.152 -2.264 0.680  -0.616
C: -1.248 -0.982 0.665  0.280
C: -1.041 0.304 0.389  -0.473
C: -0.032 0.935 -0.668  -0.091
C: 1.244 0.250 -0.496  -1.303
S: 0.490 2.878 -0.831  -0.202
H: -1.879 -2.984 0.205  0.240
H: -0.315 -2.719 1.324  0.225
H: -1.423 1.029 1.066  0.325
H: -0.339 0.845 -1.649  0.336
H: 0.967 -0.811 -0.618  0.335
H: 1.678 0.310 0.582  0.318
H: 1.991 0.647 -1.043  0.482
H: 1.058 2.561 0.392  0.144

Output
SMILES string: C=C=C[C@H](C)S
ΔE to the lowest compared entry with this formula, charge and spin in kJ/mol: 308.8
LUMO energy in eV: 0.8
Gap between HOMO and LUMO in eV: 10.00
HOMO level in eV: -9.2
Net charge: 0

Formula: C5H8S
Source: the OMol25 dataset
Level of theory: ωB97M-V/def2-TZVPD

Last column: Mulliken charge in e.
CARTESIAN COORDINATES (ANGSTROEM)
C: -2.177 -1.041 -0.476  0.019
C: -1.357 -0.488 0.196  -0.528
C: -0.354 -0.168 1.219  -0.386
C: 0.931 0.259 0.455  -0.046
C: 0.631 1.135 -0.733  -1.281
S: 1.712 -1.314 -0.072  -0.218
H: -2.737 -1.590 -1.293  0.360
H: -0.215 -1.062 1.823  0.289
H: -0.726 0.677 1.835  0.283
H: 1.657 0.831 1.147  0.296
H: 0.405 2.092 -0.250  0.337
H: -0.220 0.819 -1.307  0.415
H: 1.521 1.358 -1.334  0.324
H: 0.929 -1.508 -1.210  0.136

Output
SMILES string: C#CC[C@H](C)S
ΔE to the lowest compared entry with this formula, charge and spin in kJ/mol: 204.9
LUMO energy in eV: 0.9
Gap between HOMO and LUMO in eV: 9.89
HOMO level in eV: -9.0
Net charge: 0